# 1
C21H24MgNO8P2SSb | ωB97M-V with the def2-TZVPD basis set

Last column: Mulliken charge in e.
Geometry (Å):
Sb -1.25020 -2.26995 0.70835  0.632
S -0.02586 -0.49517 1.84857  -0.111
P 0.60741 3.14928 0.19019  0.724
P 1.47935 1.30243 -2.04694  0.999
Mg 2.06596 0.69267 0.80764  1.358
O 2.92262 0.71651 2.72278  -0.536
O 1.25724 0.27994 -0.95372  -0.158
O 2.83967 1.85396 -2.33652  -0.984
O 0.62449 4.77426 0.19357  -0.618
O 3.90384 -0.10759 0.92101  -0.738
O 0.84340 0.72480 -3.39605  -0.788
O -0.60574 2.61555 0.84151  -0.669
O 1.97881 2.64228 0.59033  -0.954
N 1.38987 3.94495 -2.29428  -0.158
C -0.50795 -1.40354 4.40009  -0.532
C 0.51579 2.87807 -1.64885  0.567
C 0.38391 -1.40426 3.33522  0.557
C 3.95068 0.28298 2.13390  0.320
C 1.94907 -2.81564 -2.19376  -0.736
C 0.11318 -1.96498 -3.49496  -0.493
C -2.83036 -1.04987 -0.03380  0.025
C 1.15724 -2.76912 -1.05419  -0.366
C 1.58506 -2.09864 3.43343  -0.207
C -2.99939 0.28335 0.34142  -0.230
C -0.66711 -1.88675 -2.34597  -0.055
C -3.74026 -1.62712 -0.92179  -0.513
C -4.79845 -0.88802 -1.43214  -0.519
C -4.06262 1.02062 -0.17064  -0.602
C -0.20620 -2.10867 5.55794  -0.565
C -4.96045 0.44003 -1.05509  -0.450
C 1.42646 -2.41604 -3.41650  -0.421
C 1.88363 -2.79735 4.59229  -0.838
C 0.98856 -2.80689 5.65518  -0.427
C -0.15011 -2.28957 -1.11509  0.128
C -0.91500 2.92507 -2.15373  -1.637
H 4.90717 0.25419 2.66251  0.447
H 0.38448 5.13385 1.05024  0.387
H -5.78399 1.01869 -1.45374  0.387
H -1.38745 3.88466 -1.93292  0.478
H 1.58156 -3.08788 -0.10726  0.374
H -0.30499 -1.67075 -4.45068  0.514
H -1.43293 -0.84674 4.32163  0.460
H 1.43248 4.79402 -1.72814  0.388
H 0.40079 -0.12762 -3.25512  0.178
H -2.29749 0.77171 1.01090  0.398
H -4.17971 2.05599 0.12457  0.431
H 2.97162 -3.16323 -2.12539  0.399
H -5.49583 -1.34802 -2.12065  0.390
H 1.04869 4.17054 -3.22842  0.336
H 2.03867 -2.45905 -4.30810  0.370
H 2.28580 -2.08398 2.60747  0.276
H -3.63566 -2.66440 -1.22735  0.410
H -1.49293 2.15594 -1.64256  0.129
H 2.30969 3.45595 -2.36680  0.356
H -0.95622 2.73272 -3.22824  0.469
H -1.68225 -1.50825 -2.41992  0.253
H 2.82050 -3.33453 4.66554  0.408
H -0.90409 -2.10697 6.38494  0.381
H 1.22553 -3.35443 6.55809  0.382

The calculated total energy is -2992.95677 Eh. The HOMO energy is -8.7 eV. As for the lowest unoccupied orbital energy: 0.25 eV. The orbital gap comes out at 8.934 eV.

# 2
C21H24MnN2OP2 | ωB97M-V with the def2-TZVPD basis set

Last column: Mulliken charge in e.
Geometry (Å):
Mn -0.08227 -0.03531 1.32692  0.045
P -0.07385 -2.25250 1.08889  1.275
P -2.15618 0.87469 1.11821  0.948
O 2.71322 -0.04279 1.71482  -0.460
N -0.58666 -0.22876 4.41055  -0.589
N 0.34921 0.25449 -0.77800  -0.320
C 3.68397 -0.43112 -2.21991  -0.807
C -2.43234 1.20870 -0.67743  -1.194
C 1.24981 -3.25641 1.83447  -1.370
C -0.41707 4.15792 -2.08431  -1.012
C 1.74854 0.62744 1.38812  0.107
C 2.46270 0.25230 -1.96464  0.749
C 0.25813 -2.63302 -0.71257  -1.340
C 0.82203 3.59341 -2.31542  -0.820
C -1.27244 2.04293 -1.21017  0.095
C 1.06887 2.23903 -1.96189  0.898
C -0.40577 -0.15085 3.24666  0.164
C -2.16186 2.55304 1.83779  -1.400
C 3.79690 -1.77721 -1.92306  -1.006
C 2.29381 1.61551 -2.20343  -1.000
C 1.37816 -0.46200 -1.35003  0.660
C -3.65697 0.05651 1.72659  -1.057
C -1.52305 -3.30746 1.41149  -1.160
C -1.46270 3.38168 -1.55555  -0.466
C 2.68549 -2.49628 -1.44875  -0.418
C 0.03065 1.48353 -1.31399  0.641
C 1.46281 -1.87159 -1.20743  -0.139
H -0.64860 -2.34454 -1.26598  0.394
H -0.60292 5.20627 -2.32175  0.393
H -2.44787 3.82763 -1.40637  0.439
H 2.23083 -2.82109 1.61301  0.342
H -4.54993 0.63404 1.45188  0.447
H 1.09727 -3.27678 2.92018  0.422
H -2.50681 0.22965 -1.18415  0.328
H 1.64016 4.15938 -2.76854  0.463
H 3.10237 2.18383 -2.65920  0.484
H 4.74805 -2.29150 -2.05587  0.383
H -1.73714 -3.27899 2.48656  0.383
H 4.52525 0.14370 -2.61243  0.463
H -3.09198 3.08030 1.58989  0.395
H -2.40103 -2.95165 0.85791  0.329
H 0.41812 -3.71728 -0.80289  0.632
H -2.06201 2.44862 2.92562  0.423
H 2.78561 -3.56162 -1.23622  0.446
H 1.19341 -4.28192 1.43942  0.414
H -1.30009 3.11575 1.45623  0.382
H -3.57781 -0.00574 2.81929  0.368
H 1.81420 1.65873 0.92201  0.301
H -3.38675 1.75055 -0.78295  0.605
H -3.72420 -0.96012 1.31749  0.311
H -1.29127 -4.34309 1.11893  0.429

The calculated total energy is -2832.84321 Eh. Its multiplicity is 5. Its charge is +1. The HOMO energy (alpha / beta) is -10.8 / -11.5 eV. Its expectation value of S² is 6.111. As for the lowest unoccupied orbital energy (alpha / beta): -4.70 / -4.72 eV. The orbital gap (alpha / beta) comes out at 6.090 / 6.738 eV.

# 3
C21H24N2O5S | ωB97M-V with the def2-TZVPD basis set

Last column: Mulliken charge in e.
Geometry (Å):
S 0.80861 -3.98431 -0.66989  1.416
O -5.72954 1.28772 0.91381  -0.573
O 0.37854 -4.74947 0.46311  -0.747
O -6.13573 3.38759 0.27124  -0.431
O -2.08270 1.99835 -1.80259  -0.656
O 0.80005 -4.61326 -1.96195  -0.738
N -3.12713 1.44059 0.11972  -0.135
N 2.31811 -3.34755 -0.30716  0.200
C 2.94949 -2.71932 -1.44763  -0.583
C -1.31123 -0.80294 -1.99196  -0.713
C -0.61808 -2.00054 -1.95790  -0.364
C 0.00245 4.72418 -0.01693  -0.674
C -0.96955 2.95032 1.86461  -0.268
C -5.33893 2.34387 0.49398  0.202
C -1.06023 -0.58562 0.39660  -0.270
C -2.26565 1.20877 -0.89903  0.447
C -1.54464 -0.09826 -0.81495  0.758
C 0.88090 3.92671 0.69678  -0.475
C -0.35057 -1.77284 0.42677  -1.193
C -1.85739 3.74125 1.14848  0.470
C 4.39270 -3.45040 0.94646  -0.641
C -3.33931 3.57623 1.33178  -1.358
C 0.39284 3.04128 1.64139  -0.587
C -3.88533 2.66163 0.20534  0.134
C 5.11842 -2.75658 -0.20367  -0.721
C 4.13382 -1.88073 -0.97410  -0.730
C -1.35883 4.62982 0.20545  -0.229
C 3.20933 -4.24451 0.40209  -0.720
C -0.14388 -2.46946 -0.74831  -0.076
H -3.85322 4.53630 1.27615  0.425
H 0.37914 5.41632 -0.75491  0.390
H -0.43593 -2.58123 -2.84875  0.527
H 1.94349 3.99511 0.51708  0.402
H -3.78962 3.17699 -0.75632  0.449
H 1.07314 2.41771 2.20318  0.418
H -1.67816 -0.39829 -2.92277  0.485
H 5.94081 -2.14993 0.17930  0.327
H -1.21090 -0.02245 1.30501  0.344
H 5.53730 -3.50931 -0.87530  0.328
H 3.28304 -3.47893 -2.16973  0.269
H -7.05779 3.17077 0.48555  0.369
H 4.02535 -2.70190 1.64994  0.299
H 5.06769 -4.12360 1.47619  0.346
H 4.62001 -1.42207 -1.83602  0.358
H -2.04152 5.24612 -0.36059  0.392
H -3.55197 3.11500 2.29877  0.439
H -3.37217 0.70789 0.76818  0.348
H 3.76382 -1.08747 -0.32240  0.299
H 2.19979 -2.09146 -1.93364  0.423
H 2.62656 -4.70067 1.20279  0.444
H -1.34807 2.26226 2.60832  0.390
H 3.57002 -5.04091 -0.26641  0.342
H 0.04265 -2.17878 1.34482  0.442

The calculated total energy is -1698.58026 Eh. Its SMILES is O=C(N[C@H](Cc1ccccc1)C(=O)O)c1ccc(S(=O)(=O)N2CCCCC2)cc1. The HOMO energy is -9.3 eV. As for the lowest unoccupied orbital energy: 0.26 eV. The orbital gap comes out at 9.613 eV.

# 4
C21H24N2O5S | ωB97M-V with the def2-TZVPD basis set

Last column: Mulliken charge in e.
Geometry (Å):
S -2.40298 -0.39226 2.05085  1.016
O -2.45796 -0.82976 3.41564  -0.770
O -3.94892 1.61228 -2.21914  -0.677
O -0.51040 0.54432 -2.00940  -0.378
O -0.52898 1.98269 -0.30014  -0.692
O -1.19752 -0.68231 1.31226  -0.445
N 3.39686 -1.02331 0.70654  -0.705
N -2.92688 0.20434 -0.78088  0.236
C 1.54166 -3.92877 -0.36318  -0.774
C -4.07285 1.38863 1.04568  -0.928
C 4.39243 1.07270 1.37198  -1.121
C -0.02962 1.02452 -0.84732  0.810
C 2.52461 -3.14229 0.16040  -0.527
C 2.17935 0.99289 0.24704  0.656
C -4.03931 0.13521 0.14673  -0.273
C 2.28557 2.47908 0.36921  -0.932
C -3.81199 -1.03950 1.07017  -1.142
C -2.95057 1.04200 -1.83601  0.575
C -2.80941 1.38235 1.88586  -0.311
C -0.67829 -4.24576 -1.48438  -1.856
C 0.25359 -1.98747 -0.94723  -0.248
C 3.63442 2.93893 -0.19973  -0.777
C 0.38701 -3.35214 -0.92572  0.775
C 4.82985 2.20844 0.43822  -0.563
C 1.15185 0.28639 -0.34823  0.345
C 2.39635 -1.73804 0.15825  -0.582
C 1.23740 -1.13704 -0.40907  0.601
C -1.61964 1.22147 -2.57190  -0.283
C 3.29358 0.27320 0.74999  0.698
H -0.63033 -1.56448 -1.39497  0.232
H 3.72780 4.01597 -0.05418  0.366
H 3.62594 2.75603 -1.27625  0.339
H -2.04795 -0.14146 -0.41125  -0.203
H -4.96153 1.34497 1.67684  0.409
H -4.64880 -1.22861 1.73339  0.443
H -4.96232 0.06787 -0.43937  0.560
H 5.23204 0.41817 1.60321  0.351
H -1.96810 1.85276 1.38235  -0.044
H 5.45900 1.78775 -0.34745  0.313
H 5.44384 2.90923 1.00580  0.310
H -2.93924 1.79321 2.88008  0.544
H 1.47330 2.98882 -0.14516  0.398
H -3.50054 -1.94573 0.56221  0.373
H -1.11356 -4.85072 -0.68918  0.360
H -0.25537 -4.92512 -2.22339  0.413
H -1.72057 0.84116 -3.59054  0.374
H 2.22446 2.74833 1.42723  0.346
H 1.63666 -5.00526 -0.35058  0.427
H -4.13647 2.27934 0.42020  0.479
H -1.42658 2.30042 -2.61003  0.309
H 3.41655 -3.56122 0.59910  0.483
H -1.46971 -3.66740 -1.95470  0.353
H 4.02229 1.49515 2.31017  0.336

The calculated total energy is -1698.58317 Eh. Its SMILES is Cc1ccc2nc3c(c(C(=O)OCC(=O)N[C@@H]4CCS(=O)(=O)C4)c2c1)CCCC3. The HOMO energy is -8.5 eV. As for the lowest unoccupied orbital energy: 0.01 eV. The orbital gap comes out at 8.499 eV.

# 5
C21H24N2O7S | ωB97M-V with the def2-TZVPD basis set

Last column: Mulliken charge in e.
Geometry (Å):
S 0.18464 -0.16935 2.28236  1.138
O 0.94283 -3.43103 -2.55951  -0.477
O -3.69663 0.72623 0.39968  -0.640
O 0.64687 1.10505 1.79073  -0.627
O -1.54477 1.30639 0.17354  -0.239
O -1.67526 -2.59494 -1.81484  -0.513
O 0.84359 -0.69865 3.44041  -0.751
O -0.34917 0.25058 -2.98382  -0.701
N 0.75535 1.02086 -1.13291  0.288
N -1.44852 -0.14217 2.65097  -0.301
C 0.70467 -2.74100 -1.41387  0.556
C -2.34049 0.97510 2.37993  0.013
C -1.32187 -2.84418 -3.16437  -0.285
C 3.85529 -0.08641 -2.83335  -0.703
C 2.51322 0.18281 -2.63078  -0.439
C -0.21968 -3.89822 -3.21646  -0.539
C 2.09519 0.72391 -1.42002  0.677
C -0.58908 -2.34896 -1.03163  -0.014
C 4.37076 0.73009 -0.64324  -0.663
C -1.64258 1.23504 -1.24513  -0.804
C -1.40701 2.25197 4.33720  -1.657
C 0.32382 -1.31538 0.92356  -0.221
C 1.78899 -2.42301 -0.60219  -0.788
C -0.33026 0.76310 -1.88181  0.569
C 1.60288 -1.69359 0.55557  -0.705
C -2.62760 0.99099 0.88030  -0.208
C -2.93161 3.38754 2.68811  -1.564
C 4.78712 0.18201 -1.84610  -0.548
C 3.03387 1.00216 -0.42818  -0.431
C -0.77089 -1.65530 0.15855  0.071
C -1.83247 2.34458 2.87406  0.990
H 5.83236 -0.03162 -2.01225  0.406
H -0.56380 1.57321 4.44763  0.328
H -2.23120 1.90269 4.95770  0.372
H 2.69905 1.41805 0.51028  0.514
H 0.07593 -4.11680 -4.24347  0.371
H 1.79327 -0.02695 -3.40305  0.485
H -0.96936 -1.91193 -3.62305  0.144
H -2.56944 4.36977 2.98061  0.431
H -1.87766 2.23121 -1.64017  0.408
H 0.59960 1.35066 -0.18057  -0.045
H -3.29462 0.74505 2.87001  0.768
H -0.96148 2.61758 2.27436  0.125
H 4.17243 -0.51035 -3.77448  0.399
H -2.45011 0.55370 -1.53396  0.426
H -1.55355 -0.51828 3.57960  0.406
H -3.25261 3.43504 1.65002  0.364
H 2.77129 -2.73415 -0.91723  0.474
H -1.77001 -1.38525 0.45667  0.741
H -3.79731 3.14367 3.30088  0.380
H -2.22828 -3.19080 -3.66059  0.386
H 2.43438 -1.41109 1.17913  0.508
H -0.57129 -4.81814 -2.72992  0.284
H 5.09151 0.94663 0.13126  0.407
H -1.10031 3.23195 4.69384  0.433

The calculated total energy is -1849.03552 Eh. Its SMILES is CC(C)[C@H](NS(=O)(=O)c1ccc2c(c1)OCCO2)C(=O)OCC(=O)Nc1ccccc1. The HOMO energy is -8.4 eV. As for the lowest unoccupied orbital energy: 0.61 eV. The orbital gap comes out at 9.036 eV.

# 6
C21H24N4O3 | ωB97M-V with the def2-TZVPD basis set

Last column: Mulliken charge in e.
Geometry (Å):
O 7.00984 0.57671 0.44670  -0.144
O -8.35545 -0.53528 0.95302  -0.391
O -3.64267 -1.82241 0.61791  -0.587
N 0.13476 -0.77979 1.36804  -0.454
N -1.60823 0.31148 0.82957  0.759
N -1.14122 -0.81195 1.37264  -0.777
N 6.97755 -0.18197 -0.72856  -0.482
C 2.92993 -0.15979 1.16673  -0.768
C -9.69665 -0.19771 0.69647  -0.874
C 4.27088 0.14755 1.05549  -0.363
C -5.06016 -0.26153 -0.50332  0.356
C 1.96350 0.71588 0.67703  0.349
C 2.37157 1.90072 0.06679  -0.848
C -6.60338 0.81564 -1.98553  -0.824
C 8.42175 -1.82687 0.40811  -1.207
C 7.62384 -1.26841 -0.73071  0.793
C -0.57722 1.09654 0.45637  0.098
C 0.55764 0.38201 0.81394  0.299
C -6.10202 -0.56393 0.35071  -0.415
C -7.40867 -0.18462 0.04123  0.581
C -5.31201 0.43535 -1.68040  -0.596
C 4.67758 1.32683 0.44602  0.751
C -7.65515 0.51364 -1.13537  -0.457
C -3.64608 -0.64465 -0.13447  -0.048
C 7.59353 -2.06174 -1.99718  -1.159
C 3.71443 2.19742 -0.04963  -0.875
C 6.14018 1.68085 0.33200  -0.502
C -3.01805 0.52450 0.66594  -0.705
H 6.42896 2.34029 1.15877  0.280
H 5.01566 -0.53241 1.44121  0.473
H -6.80364 1.35400 -2.90019  0.373
H 7.01593 -1.53828 -2.75283  0.327
H -0.72198 2.05027 -0.00401  0.369
H 9.48395 -1.77529 0.17068  0.326
H -2.75568 -1.93904 1.00116  0.456
H 4.02219 3.11609 -0.52888  0.391
H -5.91794 -1.11783 1.25618  0.501
H -8.65303 0.82230 -1.40380  0.406
H 8.23789 -1.25551 1.31423  0.326
H 2.60677 -1.07587 1.63590  0.461
H -10.26443 -0.58419 1.54138  0.247
H 1.63693 2.58997 -0.32260  0.288
H -3.05474 -0.77706 -1.05914  0.372
H -10.05997 -0.66308 -0.22547  0.356
H -4.50211 0.67009 -2.35531  0.416
H 8.60745 -2.22170 -2.36047  0.298
H -3.17651 1.47102 0.14699  0.242
H 6.32270 2.20204 -0.61626  0.374
H 7.14389 -3.03628 -1.81305  0.302
H 8.16182 -2.87100 0.57264  0.336
H -3.49945 0.56007 1.64822  0.227
H -9.83467 0.88696 0.63514  0.345

The calculated total energy is -1259.28834 Eh. Its SMILES is COc1cccc([C@H](O)Cn2cc(-c3ccc(CON=C(C)C)cc3)nn2)c1. The HOMO energy is -8.3 eV. As for the lowest unoccupied orbital energy: 0.72 eV. The orbital gap comes out at 9.061 eV.